Entry 1:
{"formula": "C4H11ISi", "method": "ωB97M-V/def2-TZVPD", "largest_force_ev_per_a": 3.615, "e_homo_ev": [-6.63, -8.29], "total_energy_ha": -746.0392, "homo_lumo_gap_ha": [0.2275, 0.3041], "relative_energy_kj_mol": 472.7, "lumo_ev": [-0.437, -0.017], "species": ["C", "C", "C", "C", "Si", "I", "H", "H", "H", "H", "H", "H", "H", "H", "H", "H", "H"], "coordinates": [[-0.2469, 0.0571, 1.9353], [1.9668, -0.9273, -0.1591], [0.3690, 1.7038, -0.7899], [-2.8658, -1.1075, -1.1867], [0.3216, 0.0763, 0.1339], [-4.1801, 0.0233, -0.0195], [0.0997, -0.7572, 2.5055], [0.1713, 1.0009, 2.6167], [-1.3933, 0.0247, 1.9939], [1.7693, -1.6789, -0.8510], [2.7447, -0.1984, -0.5251], [2.3272, -1.3328, 0.8353], [1.2698, 2.3321, -0.4480], [0.5236, 1.6233, -1.8085], [-0.5652, 2.2252, -0.8570], [-3.2838, -1.1369, -2.1252], [-2.4791, -2.0731, -0.7572]]}

---

Entry 2:
{"formula": "H2N2O4S", "method": "ωB97M-V/def2-TZVPD", "largest_force_ev_per_a": 5.842, "s_squared": 2.007, "e_homo_ev": [-7.65, -11.44], "total_energy_ha": -809.6052, "homo_lumo_gap_ha": [0.2672, 0.2837], "relative_energy_kj_mol": 93.3, "spin_multiplicity": 3, "lumo_ev": [-0.381, -3.720], "species": ["N", "N", "O", "O", "O", "O", "S", "H", "H"], "coordinates": [[-0.1115, 0.0620, 0.2309], [2.2079, 2.0027, 0.2087], [2.7658, 1.1022, -0.3312], [2.5480, 3.0842, 0.6047], [-0.6293, 2.5401, 0.6929], [0.5314, 1.0298, 2.3172], [0.2545, 1.4647, 0.9568], [-0.0540, -0.6534, 0.9739], [-0.6824, -0.1571, -0.6011]]}

---

Entry 3:
{"formula": "C3H6F3O4SSi", "method": "ωB97M-V/def2-TZVPD", "largest_force_ev_per_a": 4.024, "e_homo_ev": -5.78, "total_energy_ha": -1406.2486, "homo_lumo_gap_ha": 0.3472, "relative_energy_kj_mol": 21.1, "charge": -1, "lumo_ev": 3.667, "species": ["C", "C", "C", "O", "O", "O", "O", "F", "F", "F", "Si", "S", "H", "H", "H", "H", "H", "H"], "coordinates": [[-0.4844, 1.9961, 0.0687], [-1.4003, -0.4924, 1.3910], [-0.5307, -1.1378, -1.5614], [3.5503, 0.4695, 0.4738], [1.6260, 0.4845, -1.0236], [2.6465, -1.6415, -0.4752], [1.2968, -0.3174, 1.0800], [-1.8337, 2.1932, 0.4898], [-1.0625, -1.6290, 2.1048], [-1.6150, -1.9386, -1.2428], [-0.0052, 0.0745, 0.0818], [2.4156, -0.2980, -0.0215], [-0.4017, 2.4727, -0.9081], [-0.0156, 2.6546, 0.9069], [-2.3510, -0.5796, 0.8002], [-1.6166, 0.4319, 1.9437], [0.3692, -1.8997, -1.5023], [-0.5877, -0.8430, -2.6057]]}

---

Entry 4:
{"formula": "C4H5ClO", "method": "ωB97M-V/def2-TZVPD", "largest_force_ev_per_a": 3.403, "smiles": "C=C1O[C@]1(C)Cl", "e_homo_ev": -10.12, "total_energy_ha": -690.7412, "homo_lumo_gap_ha": 0.4022, "relative_energy_kj_mol": 209.8, "lumo_ev": 0.826, "species": ["C", "C", "C", "C", "O", "Cl", "H", "H", "H", "H", "H"], "coordinates": [[-0.2021, -0.2874, -0.9435], [0.2063, -1.4424, -1.3811], [-0.1126, 0.8610, -0.0884], [-0.0925, 0.5826, 1.3851], [-1.4006, 0.6589, -0.7341], [0.9837, 2.1455, -0.4338], [-0.3633, -2.1378, -1.8739], [1.2484, -1.8264, -1.4378], [-0.4868, 1.3652, 2.1059], [0.8655, 0.4416, 1.7820], [-0.6461, -0.3608, 1.6194]]}

---

Entry 5:
{"formula": "C49H66N8O8", "method": "ωB97M-V/def2-TZVPD", "largest_force_ev_per_a": 9.291, "e_homo_ev": -10.38, "total_energy_ha": -2944.7176, "homo_lumo_gap_ha": 0.0259, "charge": 4, "lumo_ev": -9.675, "species": ["N", "O", "O", "O", "C", "C", "C", "C", "C", "C", "N", "O", "C", "C", "C", "H", "H", "H", "H", "H", "H", "H", "H", "H", "H", "H", "H", "H", "H", "H", "H", "H", "H", "C", "N", "C", "C", "C", "C", "C", "C", "C", "C", "N", "C", "C", "C", "H", "H", "H", "H", "H", "H", "H", "H", "H", "H", "H", "H", "H", "H", "C", "N", "C", "C", "C", "C", "C", "C", "C", "C", "N", "C", "C", "C", "H", "H", "H", "H", "H", "H", "H", "H", "H", "H", "H", "H", "H", "H", "C", "N", "C", "C", "C", "C", "C", "C", "C", "C", "N", "C", "C", "C", "H", "H", "H", "H", "H", "H", "H", "H", "H", "H", "H", "H", "H", "H", "C", "C", "O", "O", "H", "H", "H", "C", "C", "O", "O", "H", "H", "H"], "coordinates": [[-0.6078, 0.5295, -2.8589], [-0.5282, 1.6775, -2.3569], [-0.4778, -0.3658, -2.0267], [-0.7920, 0.1990, -3.9733], [1.6942, -3.4331, -9.7340], [1.7004, -2.8167, -11.1791], [1.2123, -1.2911, -11.0594], [2.3050, -0.3311, -10.5032], [3.6864, -0.4266, -11.2039], [4.2957, -1.8619, -11.3634], [3.1645, -2.9384, -11.6401], [3.6296, -4.2540, -11.7368], [4.9693, -2.2409, -9.9952], [5.2450, -1.8494, -12.6380], [0.7365, -3.5654, -12.0841], [2.2008, -4.3958, -9.6653], [0.6630, -3.6931, -9.4953], [2.0718, -2.7193, -9.0019], [0.2629, -1.2866, -10.5238], [0.9654, -1.0078, -12.0826], [2.4385, -0.4480, -9.4277], [1.9647, 0.6945, -10.6464], [4.4139, 0.3016, -10.8454], [3.3702, 0.0269, -12.1432], [5.1606, -3.3096, -9.8985], [4.2676, -1.9627, -9.2089], [5.9082, -1.7715, -9.7014], [6.2583, -1.5673, -12.3520], [4.8817, -1.0773, -13.3163], [5.4448, -2.8391, -13.0487], [0.8715, -3.1272, -13.0729], [-0.3097, -3.4575, -11.7979], [0.9505, -4.6177, -12.2711], [2.8899, 6.8125, 4.8606], [3.4006, 7.8342, 5.8368], [3.8473, 9.0538, 5.4213], [4.4338, 9.8867, 6.3416], [4.4716, 9.5553, 7.6833], [4.0962, 8.2244, 8.0579], [3.5490, 7.4390, 7.1233], [5.0923, 10.4628, 8.7008], [4.4029, 10.4968, 9.9626], [4.8247, 11.3096, 11.0118], [5.7908, 12.1606, 10.7044], [6.3978, 12.2954, 9.4833], [6.1307, 11.3731, 8.5011], [6.1348, 13.1726, 11.7256], [3.6660, 6.8439, 4.0959], [1.8799, 7.0475, 4.5247], [2.8550, 5.9205, 5.4861], [3.6591, 9.1863, 4.3661], [4.7753, 10.8814, 6.0961], [4.1325, 7.8822, 9.0816], [3.2470, 6.4186, 7.3078], [3.4839, 9.9616, 10.1508], [4.2282, 11.3007, 11.9121], [7.2757, 12.9244, 9.4723], [6.7108, 11.2331, 7.6009], [5.2285, 13.7218, 11.9807], [6.8944, 13.8715, 11.3753], [6.4738, 12.7043, 12.6497], [-2.5634, -0.4594, 5.5044], [-1.8486, -1.6878, 5.3957], [-0.9955, -2.0019, 4.4289], [-0.3659, -3.2015, 4.4215], [-0.5286, -4.1160, 5.4647], [-1.3555, -3.7356, 6.5126], [-2.0717, -2.5122, 6.3968], [0.0762, -5.5046, 5.3882], [1.3158, -5.7093, 4.6677], [1.8735, -6.9547, 4.4335], [1.2236, -8.0164, 4.9516], [0.0059, -7.9450, 5.6112], [-0.5753, -6.6690, 5.8639], [1.8310, -9.3477, 4.6604], [-1.8413, 0.3259, 5.2807], [-2.9556, -0.3525, 6.5157], [-3.3306, -0.4690, 4.7302], [-0.8023, -1.2479, 3.6802], [0.1783, -3.3710, 3.5041], [-1.6174, -4.4897, 7.2400], [-2.7753, -2.1890, 7.1498], [1.9132, -4.9249, 4.2271], [2.7170, -7.0682, 3.7687], [-0.4121, -8.8600, 6.0041], [-1.5635, -6.6329, 6.2981], [2.9000, -9.3868, 4.4513], [1.5478, -9.7534, 3.6891], [1.6766, -10.0286, 5.4975], [-8.4283, 3.0036, 1.0606], [-7.9833, 1.6532, 0.9885], [-8.7227, 0.5939, 1.3939], [-8.1839, -0.7086, 1.2632], [-6.9262, -0.8878, 0.7234], [-6.2585, 0.2606, 0.2823], [-6.7295, 1.5346, 0.3947], [-6.2690, -2.1971, 0.6792], [-6.5588, -3.0832, 1.7203], [-6.1174, -4.4434, 1.6027], [-5.3572, -4.8076, 0.4908], [-5.0548, -3.9665, -0.4990], [-5.4812, -2.6512, -0.3943], [-4.7984, -6.1618, 0.5385], [-9.3738, 2.9808, 0.5189], [-7.6772, 3.6480, 0.6038], [-8.3781, 3.1811, 2.1349], [-9.6198, 0.8035, 1.9575], [-8.7522, -1.4889, 1.7475], [-5.2253, 0.1575, -0.0147], [-6.1446, 2.3909, 0.0931], [-7.1458, -2.7744, 2.5726], [-6.4594, -5.2444, 2.2414], [-4.4188, -4.3512, -1.2825], [-5.2605, -2.0375, -1.2551], [-5.5591, -6.9161, 0.7396], [-4.1454, -6.2044, 1.4102], [-4.1512, -6.4633, -0.2850], [3.6660, -6.4064, -1.7264], [3.3188, -7.8616, -2.1504], [2.7033, -8.0473, -3.2223], [3.6505, -8.7986, -1.3959], [4.2450, -6.4392, -0.8035], [2.6908, -5.9407, -1.5843], [4.2006, -5.8379, -2.4875], [-6.0652, 1.4193, -6.8471], [-6.1430, 1.1219, -8.2947], [-6.3654, 1.9913, -9.2409], [-6.1798, -0.1036, -8.6057], [-6.4355, 2.4228, -6.6373], [-5.0103, 1.4186, -6.5730], [-6.7427, 0.8004, -6.2589]]}

---

Repeat the first record exactly.
{"formula": "C4H11ISi", "method": "ωB97M-V/def2-TZVPD", "largest_force_ev_per_a": 3.615, "e_homo_ev": [-6.63, -8.29], "total_energy_ha": -746.0392, "homo_lumo_gap_ha": [0.2275, 0.3041], "relative_energy_kj_mol": 472.7, "lumo_ev": [-0.437, -0.017], "species": ["C", "C", "C", "C", "Si", "I", "H", "H", "H", "H", "H", "H", "H", "H", "H", "H", "H"], "coordinates": [[-0.2469, 0.0571, 1.9353], [1.9668, -0.9273, -0.1591], [0.3690, 1.7038, -0.7899], [-2.8658, -1.1075, -1.1867], [0.3216, 0.0763, 0.1339], [-4.1801, 0.0233, -0.0195], [0.0997, -0.7572, 2.5055], [0.1713, 1.0009, 2.6167], [-1.3933, 0.0247, 1.9939], [1.7693, -1.6789, -0.8510], [2.7447, -0.1984, -0.5251], [2.3272, -1.3328, 0.8353], [1.2698, 2.3321, -0.4480], [0.5236, 1.6233, -1.8085], [-0.5652, 2.2252, -0.8570], [-3.2838, -1.1369, -2.1252], [-2.4791, -2.0731, -0.7572]]}